C27H14Cl2GaI2N3O3S6 as an isolated structure, computed with wB97M-V/def2-TZVPD.

```
58
Properties=species:S:1:pos:R:3:nbo_charge:R:1
Ga 1.71888 0.75810 -0.39801 1.5162
I -0.52030 -1.17424 3.78618 0.1051
C 1.53585 -1.13555 3.36204 -0.2791
C 2.46427 -1.66262 4.25473 -0.2277
C 3.80424 -1.58739 3.96805 -0.1787
I 5.16474 -2.36532 5.38985 0.0566
C 4.27306 -0.99895 2.77480 -0.1188
C 5.62347 -0.87253 2.38125 -0.1473
C 5.93423 -0.26501 1.19562 -0.2471
C 4.90250 0.21458 0.37181 0.0699
N 3.64537 0.09818 0.70748 -0.4221
C 3.30861 -0.47867 1.87459 0.0985
C 1.89455 -0.52649 2.15503 0.4426
O 1.03892 -0.02676 1.34872 -0.7724
H 2.12486 -2.12173 5.17282 0.2264
H 6.40176 -1.25955 3.02557 0.2152
H 6.96497 -0.15253 0.88839 0.2118
H 5.10561 0.69398 -0.57907 0.2289
S 3.33848 -2.19847 -6.82034 -0.2221
C 2.99810 -1.53050 -5.34525 -0.5656
S 3.29288 0.12063 -4.93854 0.4690
C 2.78752 0.05632 -3.26072 -0.4165
C 2.29483 -1.13011 -2.84113 -0.4126
S 1.73267 -1.50493 -1.24676 -0.2604
S 2.30030 -2.41137 -4.03649 0.4672
S 3.01596 1.47300 -2.29476 -0.2524
S 3.57917 4.68327 1.31948 -0.2917
C 2.75311 3.39126 0.86187 0.2115
N 2.13048 2.44283 0.57021 -0.7002
Cl -4.48400 0.93982 -2.32345 0.0159
C -3.76972 -0.63910 -2.19636 -0.0897
C -3.69541 -1.36686 -3.37261 -0.2131
C -3.15006 -2.63350 -3.39792 -0.2437
C -2.69456 -3.19536 -2.21866 -0.2019
C -2.77024 -2.47086 -1.05037 -0.0873
Cl -2.19978 -3.20681 0.41404 -0.0016
C -3.27793 -1.15940 -0.98063 0.2203
N -3.25087 -0.53648 0.25599 -0.6357
C -3.81197 0.70956 0.61850 0.1460
C -5.19910 0.75615 0.73733 -0.2048
C -5.84255 1.92072 1.10705 -0.2365
C -5.09390 3.04723 1.39443 -0.2280
C -3.71376 2.99842 1.30330 -0.1847
C -3.03575 1.84367 0.91809 0.0090
C -1.53673 1.90329 0.78435 -0.5531
C -1.02384 2.03857 -0.67622 0.8334
O -1.54904 2.83394 -1.43254 -0.6556
O -0.00193 1.30012 -0.95957 -0.8584
H -4.04976 -0.89976 -4.28093 0.2201
H -3.07410 -3.17480 -4.32979 0.2108
H -2.24591 -4.17824 -2.20905 0.2218
H -2.50750 -0.86585 0.85556 0.4189
H -5.76514 -0.13550 0.49875 0.2080
H -6.92372 1.94442 1.17201 0.1968
H -5.58721 3.96509 1.69161 0.1976
H -3.13343 3.88702 1.51949 0.2090
H -1.02995 1.04082 1.21631 0.2507
H -1.19121 2.80423 1.29387 0.2314
```

For the HOMO energy, the calculation gives -0.074 Eh. Its spin multiplicity is 1. The total charge is -2. Its HOMO-LUMO gap is 5.214 eV.